Record 1
Below is a cluster of 2 separate species, C6H11FO in total in a non-equilibrium geometry, with properties calculated with ωB97M-V/def2-TZVPD.

The LUMO energy is 0.6 eV. The value obtained for the orbital gap is 9.11 eV. The energy above the lowest of the compared OMol25 structures with the same formula, charge and spin is 110.6 kcal per mole. As for the net charge: 0.

```
19
C6H11FO | the Open Molecules 2025 dataset | ωB97M-V/def2-TZVPD
C 2.75688 -1.02625 -0.52682
C 2.89006 0.30786 -0.43983
C -2.31743 0.42911 -0.81815
C -1.42628 -0.60794 -0.00448
C -1.02791 -0.29526 1.44065
C -0.00518 0.83836 1.67873
O 0.44303 1.44291 0.60398
F 3.85505 0.98796 -1.16361
H 3.42664 -1.70709 -0.96102
H 1.94745 -1.36023 0.15781
H -2.60494 1.27569 -0.22251
H -1.55118 0.90553 -1.64762
H -3.27537 0.00802 -1.19674
H -2.08652 -1.47221 0.05653
H -0.43466 -0.87070 -0.57485
H -1.98205 0.05086 1.91041
H -0.69086 -1.19460 1.93234
H 2.13823 0.95105 0.08049
H -0.05493 1.33693 -0.30531
```

Mulliken population analysis, charges in e, atoms 1 to 5: C -0.69; C 0.12; C -0.98; C -0.65; C -0.18


Record 2
Below is an isolated molecule of C6H11FO in a non-equilibrium geometry, with properties calculated with ωB97M-V/def2-TZVPD.

The LUMO energy is 1.0 eV. As for the SMILES: C[C@@H]1CC[C@@H](CF)O1. The value obtained for the orbital gap is 10.71 eV. The energy above the lowest of the compared OMol25 structures with the same formula, charge and spin is 1.0 kcal per mole. As for the net charge: 0.

```
19
C6H11FO | the Open Molecules 2025 dataset | ωB97M-V/def2-TZVPD
C -2.14177 -0.82706 -1.33554
C -0.68469 -0.38018 -1.17675
C 0.17886 -1.37589 -0.39142
C 0.00119 -0.89272 1.05090
C -0.12998 0.61728 0.88373
C 1.18800 1.36354 1.04588
F 2.18393 0.73804 0.30795
O -0.64151 0.83830 -0.41992
H -2.60798 -1.09719 -0.34982
H -2.19883 -1.70145 -2.00596
H -2.70840 -0.02968 -1.74395
H -0.25863 -0.17970 -2.14919
H 1.22860 -1.30731 -0.67708
H -0.15751 -2.41448 -0.53798
H -0.87685 -1.29627 1.50104
H 0.83287 -1.17927 1.71629
H -0.83797 1.05765 1.60376
H 1.50721 1.37411 2.09531
H 1.08456 2.39491 0.67454
```

Mulliken population analysis, charges in e, atoms 1 to 5: C -1.35; C 0.31; C -0.60; C -0.83; C 0.32


Record 3
Below is an isolated molecule of C6H11FO5 in a non-equilibrium geometry, with properties calculated with ωB97M-V/def2-TZVPD.

The LUMO energy is 0.5 eV. As for the SMILES: OC[C@H]1O[C@H](O)[C@@H](F)[C@H](O)[C@H]1O. The value obtained for the orbital gap is 10.54 eV. The energy above the lowest of the compared OMol25 structures with the same formula, charge and spin is 11.3 kcal per mole. As for the net charge: 0.

```
23
C6H11FO5 | the Open Molecules 2025 dataset | ωB97M-V/def2-TZVPD
O 2.97656 -0.03743 -0.69239
C 2.32544 0.75310 0.32856
C 0.85276 0.54151 0.35789
O 0.33460 0.90953 -0.94130
C -1.12041 0.81101 -1.10213
O -1.71689 1.75347 -0.21999
C -1.64702 -0.55280 -0.71352
F -1.25475 -1.41708 -1.68137
C -1.15539 -1.01738 0.64918
O -1.76516 -0.23658 1.69254
C 0.39270 -0.86103 0.69762
O 1.01733 -1.85373 -0.11765
H 2.64098 -0.95223 -0.68486
H 2.69366 0.44522 1.32443
H 2.57554 1.82018 0.15945
H 0.43385 1.21671 1.10995
H -1.41368 1.07379 -2.12068
H -1.29047 2.58164 -0.33411
H -2.76474 -0.50070 -0.61934
H -1.51383 -2.08510 0.85814
H -1.89768 0.62757 1.35196
H 0.77342 -1.14391 1.68020
H 0.52318 -1.87574 -0.98256
```

Mulliken population analysis, charges in e, atoms 1 to 5: O -0.57; C -0.72; C 0.03; O -0.42; C -0.01


Record 4
Below is a structure of composition C6H11GdNO4 in a non-equilibrium geometry, with properties calculated with ωB97M-V/def2-TZVPD.

As for the expectation value of S²: 16.780. The LUMO energy (spin up / spin down) is -13.7 / -15.4 eV. The value obtained for the orbital gap (spin up / spin down) is 7.45 / 5.72 eV. As for the net charge: +3. Its spin multiplicity is 8.

```
23
C6H11GdNO4 | the Open Molecules 2025 dataset | ωB97M-V/def2-TZVPD
C 1.41393 -2.08370 0.32868
C 2.42825 -0.85485 0.01333
O 3.65337 -0.98598 0.24333
O 1.87298 0.32975 -0.55538
C 1.36665 1.20787 0.52339
C 0.19032 2.20709 0.02241
C -0.93613 1.43763 -0.89627
N -1.84714 0.76306 0.05962
C -2.50409 -0.43962 -0.49403
O -2.42184 -0.85517 -1.67418
O -3.30458 -1.21581 0.41289
H 1.82634 -3.07421 -0.14657
H 0.38078 -1.84798 -0.14673
H 1.35754 -2.16107 1.48760
H 1.07076 0.59508 1.45423
H 2.25313 1.88523 0.83652
H -0.38086 2.51432 0.98578
H 0.62580 3.12971 -0.49049
H -0.42153 0.71614 -1.64035
H -1.45666 2.24234 -1.54724
H -2.51737 1.42507 0.49920
H -3.31174 -0.70454 1.26289
Gd 0.66209 -4.23037 -0.53864
```

Mulliken population analysis, charges in e, atoms 1 to 5: C -0.31; C 0.38; O -0.37; O -0.28; C -0.44


Record 5
Below is a structure of composition C6H11IN2 in a non-equilibrium geometry, with properties calculated with ωB97M-V/def2-TZVPD.

The LUMO energy (spin up / spin down) is -1.2 / -1.2 eV. The value obtained for the orbital gap (spin up / spin down) is 6.84 / 6.84 eV. The energy above the lowest of the compared OMol25 structures with the same formula, charge and spin is 88.4 kcal per mole. As for the net charge: 0.

```
20
C6H11IN2 | the Open Molecules 2025 dataset | ωB97M-V/def2-TZVPD
C 0.66452 1.58116 -0.14899
C 0.29355 -0.90527 0.04272
C -1.13071 -1.20220 -0.43459
C 1.61839 2.61904 -0.45343
C 0.25509 -1.17691 1.53113
C -2.27176 -0.21202 -0.47502
N 0.83512 0.41656 -0.07386
N -1.35516 -2.30351 -0.98047
I 3.51102 -0.12884 0.09003
H 0.89770 -1.50957 -0.45908
H 2.70686 2.35667 -0.45887
H 1.43858 3.66352 0.05954
H 1.62499 2.95339 -1.46782
H 0.08271 -0.25017 2.14982
H 1.15358 -1.55558 1.80147
H -0.51181 -1.74718 1.86492
H -2.59613 -0.18767 -1.47614
H -1.87793 0.74676 -0.18658
H -3.06486 -0.58996 0.34604
H -2.27376 -2.56821 -1.27082
```

Mulliken population analysis, charges in e, atoms 1 to 5: C 0.67; C 0.33; C 0.22; C -1.02; C -1.32


Record 6
Below is a cluster of 2 separate species, C6H11IN3O3 in total in a non-equilibrium geometry, with properties calculated with ωB97M-V/def2-TZVPD.

The LUMO energy is -4.4 eV. The value obtained for the orbital gap is 8.57 eV. The energy above the lowest of the compared OMol25 structures with the same formula, charge and spin is 143.5 kcal per mole. As for the net charge: +1.

```
24
C6H11IN3O3 | the Open Molecules 2025 dataset | ωB97M-V/def2-TZVPD
C 0.01282 -2.41849 -0.92443
C 3.57899 1.76081 0.68857
C 0.00882 -1.31170 0.01189
C 2.50278 2.22668 0.44382
C -1.80553 0.14193 -0.96519
C -1.28509 -0.52543 0.25401
N 1.02502 -0.82193 0.59578
N 1.40333 2.62490 -0.25724
N -0.99782 0.53336 1.30681
O 1.66074 3.20086 -1.30385
O 0.31741 2.33504 0.18431
O -2.20294 -1.41836 0.74169
I 2.88386 -1.73894 0.38523
H -1.00835 -2.52805 -1.30623
H 0.37417 -3.38706 -0.40669
H 4.59419 1.57781 0.97162
H 0.69546 -2.30496 -1.82492
H -0.90737 0.69239 -1.43254
H -2.82640 0.67319 -0.61649
H -2.03360 -0.55448 -1.68952
H -0.07948 0.46947 1.64027
H -1.13020 1.55074 1.13237
H -1.70210 0.41279 2.04540
H -3.07868 -1.19059 0.32532
```

Mulliken population analysis, charges in e, atoms 1 to 5: C -1.62; C -0.29; C 0.78; C -0.01; C -1.35


- net charge of number 4 (C6H11GdNO4)?
  +3